Formula: C10H10N2
Source: OMol25
Level of theory: ωB97M-V/def2-TZVPD

```
22
Properties=species:S:1:pos:R:3
C 0.106 -1.112 -2.396
N 0.988 -0.167 -1.636
C 2.307 0.225 -2.067
C 2.825 0.893 -0.937
N 1.912 0.819 0.075
C 0.861 0.246 -0.300
C -0.379 0.103 0.456
C -0.207 0.234 1.919
C -1.292 -0.035 2.751
C -2.598 -0.212 2.272
C -2.697 -0.355 0.811
C -1.661 -0.155 -0.017
H -0.316 -1.898 -1.927
H 0.666 -1.655 -3.186
H -0.794 -0.545 -2.969
H 2.680 -0.140 -2.927
H 3.686 1.237 -0.952
H 0.658 0.413 2.059
H -1.108 0.282 3.774
H -3.487 -0.466 2.926
H -3.838 -0.675 0.280
H -2.037 -0.114 -1.105
```

* LUMO: 0.62 eV
* HOMO: -8.08 eV
* electronic energy: -496.42966 hartree
* relative energy (zero: lowest compared OMol25 entry of this formula, charge and spin): 439.6 kJ/mol
* maximum force: 13.9 eV Å⁻¹
* SMILES string: Cn1ccnc1-c1ccccc1
* charge: 0
* orbital gap: 8.7 eV

Formula: C10H10N2
Source: OMol25
Level of theory: ωB97M-V/def2-TZVPD

```
22
Properties=species:S:1:pos:R:3
C -1.631 1.877 0.294
N -1.881 0.378 -0.023
C -3.046 -0.245 -0.082
C -2.813 -1.462 -0.252
N -1.488 -1.752 -0.220
C -0.862 -0.587 -0.083
C 0.588 -0.302 -0.104
C 1.303 -1.486 0.188
C 2.706 -1.488 0.204
C 3.329 -0.196 -0.046
C 2.549 0.962 -0.357
C 1.193 0.881 -0.397
H -1.321 2.430 -0.338
H -0.925 1.904 0.961
H -2.667 2.229 0.850
H -4.046 0.351 0.089
H -3.582 -2.289 -0.432
H 0.860 -2.444 0.205
H 3.311 -2.268 0.630
H 4.461 -0.120 0.105
H 3.216 2.037 -0.492
H 0.745 1.588 -0.701
```

* LUMO: 0.77 eV
* HOMO: -8.17 eV
* electronic energy: -496.40650 hartree
* relative energy (zero: lowest compared OMol25 entry of this formula, charge and spin): 500.4 kJ/mol
* maximum force: 15.0 eV Å⁻¹
* SMILES string: Cn1ccnc1-c1ccccc1
* charge: 0
* orbital gap: 8.9 eV